(1)
37
Properties=species:S:1:pos:R:3:nbo_charge:R:1 method="wB97M-V/def2-TZVPD" multiplicity=1 e_lumo_ev=-0.991 total_energy_ev=-129785.4193 e_above_lowest_ev=0.570
Ti 0.300 0.659 -0.923 1.58
O 2.049 -1.208 2.126 -0.55
C 1.576 -0.896 1.066 0.77
O 0.944 0.216 0.768 -0.72
C 1.624 -1.815 -0.154 0.12
C 2.290 -3.010 -0.349 -0.19
C 2.140 -3.633 -1.586 -0.13
C 1.347 -3.072 -2.585 -0.20
C 0.728 -1.870 -2.310 0.14
N 0.887 -1.299 -1.125 -0.48
C -0.151 -0.976 -3.190 0.79
O -0.568 -1.324 -4.259 -0.54
O -0.361 0.171 -2.582 -0.72
H 2.900 -3.430 0.437 0.25
H 2.652 -4.568 -1.775 0.23
H 1.220 -3.535 -3.554 0.25
Br -1.917 -0.794 0.254 0.14
C -2.612 0.861 0.954 0.08
C -3.571 0.791 1.919 -0.28
C -4.186 1.976 2.363 -0.21
C -3.857 3.167 1.782 -0.17
C -2.874 3.238 0.768 -0.05
C -2.581 4.458 0.115 -0.17
C -1.645 4.504 -0.876 -0.23
C -0.908 3.350 -1.212 -0.13
C -1.114 2.136 -0.591 -0.40
C -2.169 2.068 0.367 -0.13
H -3.866 -0.169 2.321 0.23
H -4.933 1.924 3.143 0.22
H -4.353 4.081 2.088 0.21
H -3.131 5.345 0.406 0.21
H -1.446 5.433 -1.394 0.22
H -0.143 3.449 -1.975 0.21
I 2.833 0.949 -3.097 0.09
C 2.048 1.767 -1.252 -0.93
H 2.034 2.844 -1.389 0.24
H 2.809 1.526 -0.513 0.23

---

(2)
6
Properties=species:S:1:pos:R:3:nbo_charge:R:1 method="wB97M-V/def2-TZVPD" multiplicity=3 e_lumo_ev="4.739 / 4.637" total_energy_ev=-6649.2677 e_above_lowest_ev=0.600 total_charge=-1
C -1.082 0.077 0.326 -0.17
N 1.449 -0.556 -0.101 -0.01
O 2.453 0.226 -0.097 -0.57
O 0.263 0.278 -0.024 -0.50
H -1.660 0.955 -0.149 0.13
H -1.424 -0.979 0.044 0.11

---

(3)
44
Properties=species:S:1:pos:R:3:nbo_charge:R:1 method="wB97M-V/def2-TZVPD" multiplicity=3 e_lumo_ev="0.496 / -1.324" total_energy_ev=-30011.8890 e_above_lowest_ev=0.216
Pd -0.089 -0.118 -0.107 0.76
C 4.178 0.174 0.476 -0.67
C 2.698 -0.046 0.680 0.46
O 1.943 0.330 -0.290 -0.76
C 2.245 -0.669 1.819 -0.55
C 0.832 -0.769 2.161 0.24
C 0.257 -2.102 2.572 -0.64
N 0.081 0.265 2.421 -0.16
N 0.337 1.530 2.474 -0.26
C 0.049 2.370 1.469 0.57
O -0.514 2.039 0.400 -0.64
C 0.423 3.786 1.695 -0.07
C 0.782 4.257 2.956 -0.19
C 1.114 5.590 3.124 -0.22
C 1.101 6.456 2.040 -0.20
C 0.749 5.988 0.783 -0.21
C 0.409 4.658 0.610 -0.19
H 4.524 -0.386 -0.393 0.22
H 4.757 -0.113 1.350 0.21
H 4.332 1.233 0.266 0.23
H 2.943 -1.096 2.527 0.22
H 0.936 -2.589 3.273 0.23
H 0.149 -2.757 1.707 0.23
H -0.715 -1.958 3.041 0.22
H 0.791 3.570 3.790 0.24
H 1.384 5.962 4.103 0.21
H 1.366 7.497 2.174 0.21
H 0.738 6.663 -0.062 0.21
H 0.133 4.268 -0.360 0.24
C -4.647 1.284 0.104 -0.59
C -4.516 -0.218 -0.183 -0.17
C -5.067 -1.065 0.976 -0.58
C -5.225 -0.587 -1.494 -0.58
C -3.095 -0.522 -0.303 0.43
N -1.981 -0.794 -0.370 -0.44
H -5.698 1.559 0.190 0.22
H -4.199 1.861 -0.703 0.23
H -4.139 1.544 1.031 0.23
H -6.146 -0.934 1.050 0.22
H -4.611 -0.767 1.920 0.22
H -4.853 -2.120 0.808 0.22
H -6.295 -0.425 -1.378 0.22
H -5.055 -1.633 -1.747 0.22
H -4.863 0.028 -2.318 0.22

---

(4)
20
Properties=species:S:1:pos:R:3:nbo_charge:R:1 method="wB97M-V/def2-TZVPD" multiplicity=1 e_lumo_ev=-3.268 total_energy_ev=-9379.9922 e_above_lowest_ev=1.592 total_charge=+1
C -1.319 -2.865 -0.674 -0.64
C -1.296 -1.423 -0.334 -0.22
N 0.072 -0.966 0.058 -0.73
H -2.290 -3.181 -1.067 0.26
H -0.646 -3.040 -1.546 0.22
H -1.087 -3.438 0.222 0.23
H -1.557 -0.757 -1.182 0.22
H -1.939 -1.274 0.550 0.22
H 0.473 -1.589 0.783 0.42
H 0.000 0.060 0.442 0.47
H 0.680 -1.153 -0.723 0.42
C 1.965 2.099 -0.296 -0.73
C 0.791 2.637 0.482 0.69
N -0.156 1.638 1.024 -0.95
O 0.618 3.799 0.769 -0.47
H 1.758 0.973 -0.394 0.18
H 2.922 2.360 0.208 0.28
H 2.068 2.540 -1.307 0.28
H 0.065 1.557 2.042 0.42
H -1.122 2.023 0.941 0.42

---

(5)
65
Properties=species:S:1:pos:R:3:nbo_charge:R:1 method="wB97M-V/def2-TZVPD" multiplicity=7 e_lumo_ev="-0.524 / 0.093" total_energy_ev=-88732.9573 e_above_lowest_ev=0.000
Eu -0.064 -0.206 0.366 1.80
N 1.794 1.319 1.547 -0.83
C 1.876 1.454 2.997 -0.22
C 1.549 0.129 3.660 -0.23
N 0.354 -0.557 3.133 -0.45
C 0.521 -1.998 3.408 -0.23
C -0.482 -2.866 2.694 -0.23
N -0.367 -2.641 1.247 -0.86
C -0.892 -0.085 3.765 -0.24
C -1.169 1.396 3.576 -0.22
N -1.027 1.801 2.165 -0.85
H 2.643 0.905 1.189 0.38
H 1.689 2.215 1.086 0.41
H 1.207 2.249 3.308 0.19
H 2.872 1.746 3.330 0.19
H 1.471 0.259 4.749 0.19
H 2.397 -0.534 3.479 0.22
H 0.486 -2.191 4.488 0.18
H 1.512 -2.274 3.052 0.22
H -1.507 -2.653 2.983 0.21
H -0.283 -3.900 2.970 0.19
H -1.137 -3.085 0.769 0.41
H 0.495 -3.037 0.895 0.41
H -0.874 -0.299 4.841 0.18
H -1.721 -0.645 3.335 0.22
H -0.493 1.988 4.187 0.19
H -2.168 1.586 3.964 0.20
H -0.872 2.795 2.073 0.38
H -1.889 1.594 1.686 0.41
O 0.317 3.248 -2.929 -0.67
C 0.872 2.804 -1.798 0.82
O 0.593 3.225 -0.706 -0.61
C 1.897 1.731 -2.055 0.09
C 2.716 1.806 -3.158 -0.21
C 3.726 0.860 -3.294 -0.16
C 3.876 -0.110 -2.326 -0.20
C 2.964 -0.146 -1.282 0.12
N 1.988 0.749 -1.150 -0.45
C 3.050 -1.214 -0.205 0.75
O 4.141 -1.707 0.011 -0.63
O 1.936 -1.437 0.411 -0.82
H -0.366 3.884 -2.671 0.51
H 2.567 2.590 -3.890 0.24
H 4.389 0.892 -4.150 0.23
H 4.660 -0.854 -2.358 0.25
C -4.252 -0.641 -0.856 -0.90
S -2.918 -1.252 0.086 2.43
O -1.862 -1.646 -0.854 -0.99
O -3.406 -2.315 0.929 -0.98
O -2.385 -0.095 0.868 -1.04
H -4.434 -1.361 -1.655 0.26
H -3.967 0.331 -1.268 0.26
H -5.119 -0.560 -0.198 0.25
F -1.932 -1.541 -6.248 -0.29
C -1.686 -0.933 -5.084 0.22
C -2.363 0.229 -4.738 0.28
F -3.290 0.724 -5.562 -0.29
C -2.079 0.889 -3.539 0.24
F -2.761 2.003 -3.245 -0.31
C -1.119 0.416 -2.631 0.30
O -0.849 0.998 -1.477 -0.84
C -0.456 -0.755 -3.033 0.22
F 0.413 -1.293 -2.158 -0.29
C -0.722 -1.432 -4.214 0.33
F -0.062 -2.552 -4.514 -0.30

---

(6)
25
Properties=species:S:1:pos:R:3:nbo_charge:R:1 method="wB97M-V/def2-TZVPD" multiplicity=1 e_lumo_ev=0.615 total_energy_ev=-15584.1893 e_above_lowest_ev=8.921
C -1.637 1.812 -0.699 0.56
C -2.336 -0.526 -0.743 -0.26
C -2.477 -1.105 0.673 -0.45
C -0.886 -1.377 0.659 -0.42
C -0.309 0.068 0.201 -0.05
C 1.269 0.084 0.239 -0.12
C 2.013 0.978 0.957 -0.14
C 3.339 0.830 0.661 -0.27
C 3.644 0.096 -0.503 0.04
C 1.657 -0.649 -0.785 0.04
H -2.832 1.795 -1.017 0.11
H -3.074 0.317 -1.305 0.21
H -1.847 -1.206 -1.598 0.23
H -2.840 -0.056 1.403 0.22
H -3.630 -1.981 0.925 0.27
H -0.337 -1.848 1.510 0.24
H -0.571 -2.008 -0.289 0.21
H -0.568 0.614 1.048 0.17
H 1.136 1.518 1.703 0.25
H 4.041 1.091 1.440 0.23
H 4.744 0.127 -0.723 0.18
H 0.848 -1.207 -1.468 0.19
N -1.115 0.406 -0.791 -0.48
N 2.939 -0.651 -1.295 -0.39
O -1.170 2.879 -0.202 -0.56